Record 1
The following is a quantum chemistry calculation of a molecular structure, C35H56AsFN7Ru in a non-equilibrium geometry, from the Open Molecules 2025 dataset.

```
! wB97M-V def2-TZVPD RIJCOSX def2/J DEFGRID3
* xyz 2 2
H 1.53402 -2.01804 6.39869
H -4.16861 -1.82818 -1.27483
C -0.11159 -0.39548 2.47990
H 0.64091 5.93117 -0.81752
H -2.97012 -1.76855 1.69042
H -2.75204 -0.02183 1.60119
C 0.69862 -1.42796 6.02852
C -1.30246 -4.05100 1.34011
C 1.46706 -2.05144 2.37308
C 4.82225 -1.56175 -0.88614
H 5.32297 -2.08340 -1.69747
C -0.85843 -4.14478 0.01372
H 2.17481 3.91376 1.21887
H -1.81801 0.91482 -4.23493
H 2.97263 0.37247 -3.28200
C -2.22245 3.85974 1.45484
H 4.75649 1.67113 -0.83631
H -0.10222 3.96170 -2.21700
N 0.65471 -1.19985 1.72921
H 4.93459 0.04263 1.15175
C 1.91600 0.53157 -3.47492
N -3.33540 0.77992 -1.50331
H -5.12981 1.05060 -0.39121
H -2.35314 2.85478 1.87306
C 2.90238 -2.40491 -2.18802
H 0.76504 -3.89371 -1.38218
C -4.13578 1.48934 -0.49792
H -1.65205 4.44817 2.17215
H -4.23731 -0.76960 0.97307
C -3.19189 -2.17961 -0.92995
H 3.71651 1.00699 1.97772
Ru -0.10010 -1.51550 -0.28364
H -3.21041 4.31957 1.38436
H -0.70219 -3.51554 2.06578
C -0.11847 -0.43695 3.85576
C 1.35432 5.29043 -1.33858
H 3.31626 -3.37568 -1.92248
H -4.87690 1.08004 -2.85215
H 2.20964 -2.84766 4.20752
H -3.36979 -6.12482 -1.18783
H -0.69626 0.33535 1.93615
C 0.90890 3.22319 2.81913
H -2.81027 -4.64085 2.77709
C -1.62934 -4.88357 -0.89580
H -1.28937 -4.97665 -1.92171
C 1.52725 -2.14379 3.74730
H -3.63887 1.51657 0.46349
F -4.29906 -6.02607 1.21128
H -3.40704 1.95458 -3.28685
H -0.18373 1.59030 -5.90600
C -2.46912 -4.67890 1.75037
H 4.92560 -2.15132 0.02362
H 2.23751 1.31664 -5.44579
H 1.28611 2.19586 2.81447
H 1.59269 5.77703 -2.28634
C 1.50471 1.04528 -4.69641
C 0.15305 1.20272 -4.95498
H -3.34367 -3.00997 -0.25144
C -1.54328 3.82770 0.09069
H -4.25305 2.52006 -0.83083
C 0.98565 0.18790 -2.49625
C -2.31069 -0.04628 -1.19368
H -1.38436 4.84605 -0.26993
N 3.40684 -1.39638 -1.25276
C 3.68840 1.76981 -0.61098
C -2.78333 -5.52742 -0.50106
H -0.76286 0.23731 4.40830
H 1.19427 -3.55344 0.34940
C 0.41893 -3.57079 -0.40887
N 1.35038 -0.26902 -1.22189
H 0.73704 -0.43611 6.47921
C -0.77472 0.83661 -3.99135
C 1.10833 3.88245 1.45342
C -0.36447 0.33748 -2.76412
H 3.56015 2.62466 0.05510
H -0.22611 -1.90062 6.36746
H 1.50600 3.28604 -2.14123
H 2.10582 -2.67099 1.75721
C -3.78887 1.02006 -2.87625
H 3.41349 -0.70387 1.69055
H 3.15204 1.97279 -1.53743
H -0.14162 3.18981 3.10989
H 1.82467 -2.43461 -2.15559
H -2.17648 3.32846 -0.64466
C -3.15894 -0.88574 1.08387
N -2.47986 -1.09549 -0.20844
N 3.15771 0.56565 0.03611
H 0.75255 4.91422 1.45436
C 2.65788 -0.39850 -0.84000
H 1.44567 3.77254 3.59460
C -3.18605 -5.41039 0.82183
H 3.21328 -2.15194 -3.20169
As 0.19686 2.90048 0.01154
H 5.30115 -0.60017 -0.75443
C 0.70510 -1.33640 4.53079
H 2.27153 5.26114 -0.74931
N -1.14544 -0.20306 -1.71219
H -2.60546 -2.50945 -1.78203
C 3.85866 0.19187 1.26554
C 0.78854 3.89561 -1.58730
H -3.52450 0.18296 -3.51647
*
```

Results
⟨S²⟩	0.77
E_HOMO (alpha / beta)	-12.681 / -12.709	eV
orbital gap (alpha / beta)	6.75 / 6.81	eV

Mulliken population analysis, charges in e, atoms 1 to 99: H 0.40; H 0.47; C -0.78; H 0.28; H -0.02; H 0.31; C -1.53; C 0.12; C -1.14; C -1.10; H 0.49; C 0.69; H 0.47; H 0.29; H 0.45; C -1.35; H 0.32; H 0.50; N 2.26; H 0.39; C -0.72; N 0.90; H 0.29; H 0.14; C -1.07; H 0.78; C -1.29; H 0.41; H 0.45; C -1.84; H 0.25; Ru -0.46; H 0.39; H 0.44; C -1.12; C -1.46; H 0.50; H 0.50; H 0.45; H 0.47; H 0.58; C -1.08; H 0.51; C -0.75; H 0.45; C -1.36; H 0.31; F -0.33; H 0.30; H 0.47; C -0.86; H 0.31; H 0.47; H -0.04; H 0.44; C -1.09; C -1.10; H 0.51; C -0.64; H 0.50; C -0.21; C -0.30; H 0.58; N 0.78; C -0.76; C -0.76; H 0.56; H 0.37; C -1.58; N 3.80; H 0.40; C -0.71; C -0.79; C 0.36; H 0.27; H 0.32; H 0.14; H 0.57; C -1.44; H 0.33; H 0.10; H 0.21; H -0.01; H 0.19; C -1.17; N 2.00; N 1.32; H 0.55; C -2.80; H 0.51; C 0.35; H 0.48; As 0.44; H 0.32; C 0.63; H 0.28; N 0.20; H 0.30; C -1.00

***

Record 2
The following is a quantum chemistry calculation of a molecular structure, C35H56BCl2F2N2O2Ti in a non-equilibrium geometry, from the Open Molecules 2025 dataset.

```
! wB97M-V def2-TZVPD RIJCOSX def2/J DEFGRID3
* xyz -1 3
H 0.17040 3.72171 -2.50962
C -1.60639 -5.34597 -0.95750
H -0.88777 -1.30931 2.82816
H -4.76909 0.36542 3.44325
C 1.28640 -2.39442 0.09238
C 2.82855 2.09485 4.28642
H -2.76485 -4.63258 -3.29305
C 6.24954 1.93077 -0.99966
C 0.90065 0.72164 3.92356
H -0.66834 -1.65579 1.12190
C -5.76128 2.14942 0.65939
C -4.96809 1.05968 1.38392
H 0.94254 -1.42012 4.07570
C 1.38504 -0.63872 3.43478
H 2.23489 -2.56458 -4.89433
H 0.57952 3.42164 4.26003
C -2.88747 2.22456 0.41800
H 5.67768 2.63641 -1.58811
C 2.28645 0.44611 -3.22031
H -0.80055 2.22985 -2.44860
C 2.48272 -1.07500 -3.31134
H -0.61662 4.77801 1.03337
C 1.58251 -2.15897 1.55612
C -0.08247 4.41166 0.14961
H -2.78727 3.77083 -1.89979
C 0.09598 -3.59584 -1.64014
H -2.97148 -0.57262 2.27453
O 0.66994 1.43931 0.59851
C -3.46101 1.20489 1.17086
H -3.53974 2.97176 -0.00906
H 1.23192 0.69907 -3.35910
H -0.88074 -5.90411 -0.36038
H 0.03407 2.86506 2.65613
O 2.70778 -0.59800 -0.41153
C -5.28983 1.14584 2.88307
H 2.61259 0.84181 -2.26486
C -0.98679 3.49099 -0.68346
C -0.44713 -0.92547 1.89596
H -2.12562 -4.63862 -0.30601
Cl 3.23503 3.05473 0.33153
H -0.04072 -4.01087 0.46718
H -2.68431 4.85722 -0.49342
C 0.40464 -3.39530 -0.30690
C -0.64391 1.37429 0.74448
C -2.01912 -3.91287 -2.93792
H 0.22573 5.27620 -0.44997
H 3.49594 2.80935 3.81132
H -1.59856 -3.40080 -3.80616
H -5.50157 3.14483 1.03025
H 3.38834 1.18392 4.48227
H 0.81824 3.89063 0.46513
H 2.65940 -2.12647 1.71372
C -1.51711 2.34505 0.19119
F 5.09512 1.15540 2.63515
H 2.86500 0.93986 -4.00839
Cl 5.35387 0.58855 -0.46577
H 2.48457 2.50813 5.25054
C 0.91045 3.04734 3.27582
C 1.69006 -1.81489 -2.22655
H -0.94401 -6.43632 -3.33584
H -4.95452 -1.12732 1.36752
H -5.18433 -0.38715 -0.22061
H -0.12993 0.85939 3.59648
H 2.46784 -0.70502 3.52675
H 2.67745 -0.94658 -5.44592
C -5.43387 -0.29966 0.84010
C -0.17991 2.91291 -1.85942
H -6.51870 -0.40624 0.95113
H 1.52267 3.80998 2.79525
N 1.69776 1.82833 3.40700
H 6.93672 2.33470 -0.26607
C -0.23112 -5.67498 -3.00030
C -2.10499 4.35461 -1.27404
C 2.06873 -1.49718 -4.72382
H -5.57774 2.11997 -0.41825
N 1.01670 -0.87546 2.03549
C 3.96874 -1.43268 -3.14316
C -2.58677 0.26314 1.69259
H 0.68800 2.37233 -1.49446
H 0.58666 -2.98861 -3.61843
H 0.90412 0.72684 5.02389
H -6.83201 1.99602 0.82317
B 4.21870 0.40349 1.90571
H -1.65169 5.12736 -1.89945
H -2.34335 -6.05651 -1.34156
H -2.52414 -3.16582 -2.32000
C -0.92984 -4.62445 -2.12396
H -6.36615 1.03259 3.05335
H 0.22030 -5.21623 -3.88325
F 4.54858 -0.93080 2.15489
C 1.89491 -1.56096 -0.84830
H 1.01818 -1.26643 -4.92521
H 4.12129 -2.49880 -3.33692
H 1.17434 -2.99535 2.14508
Ti 2.44631 0.86047 0.69142
H -4.97428 2.11356 3.28165
C 0.77630 -2.80635 -2.56856
H 4.30830 -1.21725 -2.13394
H 4.58121 -0.85610 -3.84446
H 0.56319 -6.16790 -2.43383
C -1.21733 0.31900 1.47598
*
```

Results
⟨S²⟩	2.01
E_HOMO (alpha / beta)	-3.592 / -4.727	eV
orbital gap (alpha / beta)	5.96 / 7.04	eV
relative energy (zero: lowest compared OMol25 entry of this formula, charge and spin)	103.0	kJ/mol

Mulliken population analysis, charges in e, atoms 1 to 99: H 0.49; C -2.13; H 0.18; H 0.31; C -0.25; C -1.56; H 0.45; C -0.79; C -1.17; H 0.41; C -2.15; C 2.27; H 0.50; C -1.57; H 0.43; H 0.37; C -0.08; H 0.31; C -1.48; H 0.43; C 2.72; H 0.29; C -1.19; C -1.17; H 0.44; C -0.36; H 0.38; O 1.72; C -0.35; H 0.64; H 0.26; H 0.36; H 0.21; O -0.82; C -1.68; H -0.02; C 2.51; C -1.42; H 0.37; Cl -0.60; H 0.39; H 0.45; C -0.20; C -0.28; C -1.62; H 0.53; H 0.28; H 0.28; H 0.37; H 0.46; H -0.29; H 0.43; C -0.63; F -0.23; H 0.61; Cl 0.22; H 0.36; C -1.13; C -1.21; H 0.47; H 0.33; H 0.36; H 0.40; H 0.55; H 0.47; C -1.67; C -1.54; H 0.45; H 0.38; N 0.90; H 0.33; C -1.67; C -2.67; C -2.50; H 0.39; N 1.67; C -1.54; C -0.64; H -0.14; H 0.47; H 0.62; H 0.44; B 0.74; H 0.47; H 0.45; H 0.36; C 2.03; H 0.45; H 0.28; F -0.25; C 0.70; H 0.40; H 0.36; H 0.26; Ti -0.44; H 0.37; C 0.36; H 0.14; H 0.38